This record from the OMol25 dataset describes a 19-piece molecular cluster, C57H133N19O19 overall at a distorted geometry. The level of theory is ωB97M-V/def2-TZVPD.

Output
M, g/mol: 1388.8
HOMO-LUMO gap, eV: 7.910
Energy relative to the best compared isomer or geometry (same formula, charge and spin), kcal/mol: 328.8

Cartesian coordinates (Å):
1 C -11.081 16.370 -5.431
2 O -11.649 15.888 -4.435
3 N -9.950 17.112 -5.348
4 C -9.241 17.411 -6.586
5 C -9.217 17.296 -4.098
6 H -11.524 16.230 -6.429
7 H -8.527 16.651 -6.903
8 H -8.804 18.405 -6.481
9 H -9.811 17.412 -7.516
10 H -9.017 18.366 -4.034
11 H -9.833 16.966 -3.262
12 H -8.295 16.714 -4.076
13 C -14.933 12.123 2.747
14 O -13.678 11.949 2.630
15 N -15.645 13.146 2.314
16 C -16.952 13.468 2.854
17 C -15.043 14.272 1.576
18 H -15.597 11.410 3.261
19 H -17.459 13.899 1.991
20 H -17.033 14.212 3.646
21 H -17.502 12.559 3.099
22 H -15.018 15.201 2.146
23 H -14.044 13.975 1.257
24 H -15.643 14.468 0.688
25 C -17.588 23.269 -0.593
26 O -18.362 22.461 -1.105
27 N -16.827 24.198 -1.206
28 C -16.878 24.471 -2.630
29 C -15.569 24.747 -0.549
30 H -17.342 23.346 0.478
31 H -16.148 23.812 -3.099
32 H -16.563 25.420 -3.064
33 H -17.930 24.353 -2.889
34 H -15.618 24.617 0.532
35 H -14.572 24.440 -0.864
36 H -15.459 25.812 -0.755
37 C -11.528 18.813 0.360
38 O -12.467 19.596 0.468
39 N -11.043 18.351 -0.757
40 C -11.602 18.685 -2.092
41 C -9.993 17.342 -0.825
42 H -10.931 18.418 1.196
43 H -12.072 17.825 -2.568
44 H -10.870 19.072 -2.801
45 H -12.359 19.462 -1.981
46 H -10.186 16.471 -1.452
47 H -9.205 17.925 -1.301
48 H -9.666 16.814 0.071
49 C -13.569 13.184 -3.235
50 O -14.039 12.077 -3.541
51 N -13.073 13.440 -2.033
52 C -12.878 14.755 -1.603
53 C -12.751 12.402 -1.036
54 H -13.563 14.056 -3.908
55 H -11.809 14.778 -1.389
56 H -13.471 15.003 -0.723
57 H -13.195 15.500 -2.332
58 H -12.541 11.418 -1.454
59 H -11.869 12.656 -0.448
60 H -13.695 12.371 -0.492
61 C -17.318 11.624 -3.297
62 O -17.607 10.672 -3.994
63 N -18.165 12.240 -2.382
64 C -19.560 11.925 -2.079
65 C -17.762 13.527 -1.890
66 H -16.389 12.214 -3.310
67 H -19.689 11.684 -1.024
68 H -19.913 11.043 -2.613
69 H -20.169 12.765 -2.411
70 H -18.426 14.289 -2.297
71 H -17.880 13.489 -0.807
72 H -16.784 13.918 -2.171
73 C -16.934 21.928 -7.447
74 O -16.332 21.135 -6.721
75 N -17.303 23.190 -7.109
76 C -18.248 24.028 -7.905
77 C -16.860 23.699 -5.810
78 H -17.362 21.702 -8.436
79 H -18.391 23.623 -8.907
80 H -17.942 25.074 -7.928
81 H -19.227 23.988 -7.428
82 H -17.364 23.295 -4.932
83 H -15.808 23.460 -5.652
84 H -17.157 24.732 -5.628
85 C -22.224 14.019 3.991
86 O -22.525 12.905 4.289
87 N -21.093 14.642 4.319
88 C -20.796 16.033 3.877
89 C -20.077 13.941 5.020
90 H -22.819 14.702 3.366
91 H -21.547 16.543 3.273
92 H -19.852 16.139 3.342
93 H -20.580 16.673 4.733
94 H -19.326 13.738 4.256
95 H -19.643 14.617 5.757
96 H -20.142 12.938 5.441
97 C -19.348 19.770 -2.579
98 O -20.007 19.453 -1.548
99 N -19.153 18.883 -3.576
100 C -18.814 19.316 -4.958
101 C -19.542 17.435 -3.413
102 H -18.924 20.764 -2.793
103 H -18.199 18.549 -5.429
104 H -18.163 20.183 -5.070
105 H -19.695 19.527 -5.565
106 H -20.111 17.226 -2.507
107 H -20.284 17.280 -4.196
108 H -18.645 16.826 -3.525
109 C -12.743 22.974 -0.155
110 O -12.923 23.552 0.933
111 N -12.182 23.528 -1.242
112 C -11.595 24.807 -1.193
113 C -12.053 22.944 -2.574
114 H -12.994 21.952 -0.479
115 H -10.509 24.750 -1.115
116 H -11.830 25.381 -0.297
117 H -11.733 25.484 -2.035
118 H -12.481 23.581 -3.349
119 H -11.035 22.750 -2.911
120 H -12.474 21.941 -2.644
121 C -15.901 19.874 3.395
122 O -16.997 20.541 3.454
123 N -15.821 18.512 3.523
124 C -14.568 17.831 3.158
125 C -16.928 17.712 3.882
126 H -14.923 20.244 3.049
127 H -14.658 17.133 2.326
128 H -14.107 17.312 3.998
129 H -13.780 18.493 2.798
130 H -17.077 16.914 3.155
131 H -16.627 17.259 4.827
132 H -17.822 18.333 3.935
133 C -19.200 25.760 1.164
134 O -19.489 24.779 1.816
135 N -19.523 26.031 -0.060
136 C -18.982 27.180 -0.743
137 C -20.378 25.175 -0.882
138 H -18.597 26.542 1.651
139 H -19.725 27.926 -1.025
140 H -18.411 26.976 -1.649
141 H -18.321 27.736 -0.078
142 H -19.705 24.643 -1.555
143 H -20.892 24.448 -0.254
144 H -21.131 25.705 -1.465
145 C -23.061 14.958 0.128
146 O -22.086 15.700 -0.113
147 N -23.037 13.732 0.611
148 C -24.125 12.835 0.608
149 C -21.670 13.131 0.780
150 H -24.107 15.297 0.063
151 H -23.938 12.097 -0.173
152 H -25.147 13.213 0.588
153 H -24.064 12.389 1.600
154 H -21.680 12.267 1.444
155 H -21.422 12.696 -0.188
156 H -20.940 13.850 1.152
157 C -15.355 17.747 -7.724
158 O -15.857 17.312 -8.753
159 N -15.361 17.071 -6.548
160 C -16.005 15.738 -6.492
161 C -14.756 17.667 -5.347
162 H -14.854 18.711 -7.547
163 H -16.615 15.683 -5.590
164 H -15.296 14.911 -6.483
165 H -16.670 15.480 -7.316
166 H -14.315 18.657 -5.464
167 H -15.450 17.810 -4.519
168 H -13.903 17.109 -4.959
169 C -11.581 20.033 -7.547
170 O -12.735 19.898 -7.914
171 N -11.199 20.580 -6.340
172 C -9.791 21.038 -6.164
173 C -12.130 20.998 -5.275
174 H -10.727 19.589 -8.081
175 H -9.086 20.612 -6.878
176 H -9.433 20.690 -5.195
177 H -9.489 22.080 -6.053
178 H -11.816 20.738 -4.264
179 H -12.332 22.051 -5.076
180 H -13.069 20.454 -5.367
181 C -20.936 20.041 3.094
182 O -21.963 19.644 3.673
183 N -21.016 21.140 2.353
184 C -22.250 21.954 1.998
185 C -19.887 21.434 1.554
186 H -19.956 19.540 3.042
187 H -22.424 21.952 0.922
188 H -21.969 22.967 2.285
189 H -23.238 21.764 2.418
190 H -19.026 20.786 1.717
191 H -20.158 21.455 0.499
192 H -19.579 22.447 1.817
193 C -21.314 22.132 -5.566
194 O -21.434 22.494 -6.755
195 N -21.077 22.946 -4.505
196 C -21.433 22.633 -3.160
197 C -20.646 24.318 -4.743
198 H -21.589 21.109 -5.266
199 H -20.559 22.416 -2.545
200 H -22.003 21.706 -3.097
201 H -21.922 23.489 -2.693
202 H -20.588 24.558 -5.805
203 H -21.383 25.066 -4.451
204 H -19.710 24.631 -4.280
205 C -16.772 17.135 -0.642
206 O -16.168 16.214 -1.273
207 N -16.344 18.447 -0.823
208 C -16.996 19.518 -0.187
209 C -15.278 18.794 -1.754
210 H -17.685 17.024 -0.036
211 H -17.976 19.196 0.165
212 H -17.291 20.327 -0.854
213 H -16.497 19.925 0.692
214 H -14.551 18.005 -1.950
215 H -15.677 19.002 -2.747
216 H -14.801 19.699 -1.378
217 C -15.294 25.702 4.858
218 O -16.167 26.332 5.440
219 N -15.488 24.516 4.191
220 C -14.368 23.620 4.044
221 C -16.834 23.989 4.074
222 H -14.228 25.970 4.923
223 H -14.455 23.066 3.109
224 H -14.290 22.863 4.825
225 H -13.413 24.145 4.013
226 H -16.965 23.411 3.159
227 H -16.996 23.264 4.872
228 H -17.622 24.732 4.197

Mulliken population analysis, charges in e, atoms 1 to 6: number 1, C, carries -0.011; number 2, O, carries -0.637; number 3, N, carries 0.513; number 4, C, carries -0.977; number 5, C, carries -0.507; number 6, H, carries 0.373

This record from the OMol25 dataset describes a 20-piece molecular cluster, C57H137N17O23 overall at a distorted geometry. The level of theory is ωB97M-V/def2-TZVPD.

Output
M, g/mol: 1428.8
HOMO-LUMO gap, eV: 8.897

Cartesian coordinates (Å):
1 C 2.448 -0.835 5.210
2 C 1.686 -0.218 4.111
3 O 2.455 0.616 3.199
4 O 2.636 0.103 6.312
5 H 3.379 -1.332 4.929
6 H 1.788 -1.537 5.708
7 H 0.928 0.351 4.685
8 H 1.197 -0.999 3.549
9 H 2.958 1.345 3.592
10 H 2.977 0.954 5.946
11 C -0.910 -0.678 7.023
12 C -0.914 -1.470 8.325
13 O -2.041 -2.306 8.505
14 O -1.913 0.304 6.942
15 H -0.876 -1.310 6.098
16 H 0.050 -0.160 7.048
17 H -0.851 -0.690 9.128
18 H -0.021 -2.114 8.372
19 H -2.798 -1.718 8.321
20 H -2.755 -0.154 6.746
21 C 4.442 -2.593 -6.710
22 C 3.333 -2.020 -5.801
23 O 3.834 -0.958 -5.000
24 O 5.468 -3.186 -5.908
25 H 4.779 -1.844 -7.478
26 H 4.021 -3.446 -7.226
27 H 3.152 -2.916 -5.186
28 H 2.482 -1.696 -6.336
29 H 4.273 -1.327 -4.190
30 H 5.896 -2.520 -5.378
31 C -3.357 5.190 0.755
32 O -3.684 4.178 1.355
33 N -2.012 5.472 0.445
34 C -1.762 6.641 -0.286
35 C -0.958 4.604 0.882
36 H -4.152 5.836 0.394
37 H -1.190 6.500 -1.243
38 H -1.201 7.391 0.274
39 H -2.729 7.130 -0.443
40 H -1.440 3.653 1.131
41 H -0.226 4.471 0.061
42 H -0.380 4.915 1.766
43 C -3.688 -0.895 2.569
44 O -3.639 -1.660 1.591
45 N -3.762 0.397 2.373
46 C -3.988 1.300 3.476
47 C -3.842 0.962 1.009
48 H -3.534 -1.204 3.582
49 H -3.484 2.280 3.285
50 H -3.628 0.749 4.332
51 H -5.044 1.542 3.466
52 H -4.232 1.954 1.005
53 H -2.869 0.996 0.538
54 H -4.574 0.342 0.525
55 C 5.425 0.117 -0.685
56 O 6.410 0.827 -0.686
57 N 5.085 -0.622 0.328
58 C 5.855 -0.673 1.590
59 C 3.896 -1.487 0.214
60 H 4.875 0.030 -1.634
61 H 5.226 -1.001 2.397
62 H 6.306 0.273 1.863
63 H 6.714 -1.411 1.565
64 H 3.199 -1.161 0.982
65 H 3.362 -1.421 -0.727
66 H 4.134 -2.554 0.316
67 C -1.169 -3.374 2.395
68 O -0.962 -2.310 3.019
69 N -0.201 -3.850 1.581
70 C -0.289 -5.110 0.869
71 C 1.069 -3.121 1.372
72 H -2.089 -4.003 2.528
73 H -1.280 -5.513 0.939
74 H 0.352 -5.851 1.346
75 H -0.024 -5.051 -0.157
76 H 1.026 -2.142 1.850
77 H 1.932 -3.606 1.930
78 H 1.252 -2.975 0.282
79 C -5.012 -5.262 -6.080
80 O -5.761 -4.802 -6.914
81 N -3.940 -4.621 -5.559
82 C -3.167 -5.235 -4.491
83 C -3.640 -3.215 -5.877
84 H -5.045 -6.285 -5.669
85 H -3.441 -6.250 -4.345
86 H -3.176 -4.668 -3.547
87 H -2.112 -5.264 -4.784
88 H -4.246 -2.978 -6.723
89 H -3.847 -2.599 -5.002
90 H -2.567 -3.136 -6.189
91 C 3.384 3.691 5.778
92 O 3.482 2.586 5.300
93 N 3.050 4.772 5.056
94 C 2.582 4.655 3.713
95 C 3.267 6.111 5.586
96 H 3.620 3.820 6.802
97 H 3.244 4.783 2.862
98 H 1.828 5.431 3.568
99 H 2.205 3.620 3.637
100 H 3.666 5.971 6.582
101 H 3.969 6.668 5.000
102 H 2.398 6.780 5.547
103 C 5.756 3.073 -2.884
104 O 4.813 3.885 -2.835
105 N 5.970 2.308 -3.958
106 C 5.142 2.344 -5.161
107 C 7.005 1.370 -3.923
108 H 6.421 2.856 -1.978
109 H 4.569 3.273 -5.233
110 H 4.460 1.489 -5.170
111 H 5.756 2.269 -6.077
112 H 6.641 0.428 -4.338
113 H 7.897 1.589 -4.503
114 H 7.312 1.183 -2.891
115 C 0.341 -4.829 -5.224
116 O 0.437 -6.062 -5.257
117 N 0.337 -4.034 -4.116
118 C 0.269 -4.683 -2.764
119 C 0.034 -2.590 -4.161
120 H 0.280 -4.229 -6.160
121 H 0.411 -5.781 -2.855
122 H -0.773 -4.540 -2.395
123 H 0.940 -4.143 -2.074
124 H 0.182 -2.249 -5.184
125 H -0.946 -2.383 -3.746
126 H 0.778 -2.157 -3.512
127 C 5.757 -2.871 -2.290
128 O 4.984 -2.013 -2.718
129 N 5.390 -4.136 -2.059
130 C 3.986 -4.574 -2.246
131 C 6.369 -5.135 -1.571
132 H 6.850 -2.679 -2.293
133 H 3.622 -4.893 -1.279
134 H 4.033 -5.395 -2.933
135 H 3.412 -3.659 -2.500
136 H 7.331 -4.674 -1.360
137 H 6.020 -5.730 -0.699
138 H 6.386 -5.792 -2.449
139 C -2.458 3.540 6.553
140 O -3.318 4.237 7.031
141 N -1.734 3.947 5.451
142 C -0.643 3.172 4.910
143 C -1.975 5.205 4.744
144 H -2.232 2.532 6.943
145 H -0.572 2.285 5.532
146 H 0.323 3.680 4.986
147 H -1.005 2.910 3.921
148 H -1.201 5.943 4.996
149 H -2.121 5.173 3.647
150 H -2.946 5.521 5.130
151 C -7.371 0.702 -0.303
152 O -8.327 0.780 0.431
153 N -6.584 1.761 -0.707
154 C -5.652 1.563 -1.781
155 C -6.891 3.152 -0.224
156 H -7.045 -0.271 -0.672
157 H -5.484 0.513 -2.050
158 H -4.658 1.899 -1.480
159 H -5.888 2.047 -2.730
160 H -6.938 3.874 -1.057
161 H -7.876 3.126 0.249
162 H -6.202 3.544 0.534
163 C -4.038 -2.225 -1.750
164 O -4.544 -1.661 -2.701
165 N -4.603 -3.370 -1.251
166 C -3.908 -3.983 -0.132
167 C -5.691 -4.125 -1.849
168 H -3.117 -1.956 -1.210
169 H -3.458 -4.961 -0.351
170 H -4.537 -3.938 0.746
171 H -3.117 -3.293 0.168
172 H -5.944 -3.595 -2.771
173 H -5.454 -5.173 -1.955
174 H -6.513 -4.176 -1.152
175 C 1.576 2.343 -6.225
176 O 2.004 3.464 -6.395
177 N 1.558 1.682 -5.015
178 C 0.870 0.446 -4.800
179 C 2.083 2.268 -3.799
180 H 1.235 1.720 -7.060
181 H 0.581 0.009 -5.735
182 H -0.039 0.613 -4.192
183 H 1.484 -0.270 -4.236
184 H 1.371 2.022 -3.042
185 H 3.050 1.827 -3.486
186 H 2.200 3.336 -3.933
187 C -3.380 -2.828 5.944
188 O -3.734 -1.645 5.869
189 N -3.926 -3.774 5.194
190 C -3.434 -5.138 5.245
191 C -4.934 -3.524 4.159
192 H -2.476 -3.089 6.529
193 H -4.247 -5.872 5.367
194 H -2.802 -5.283 6.130
195 H -2.905 -5.452 4.294
196 H -5.448 -2.596 4.456
197 H -4.478 -3.372 3.166
198 H -5.652 -4.355 4.134
199 C -0.976 -1.146 -0.163
200 O -0.812 -1.810 -1.189
201 N -0.393 -0.012 0.183
202 C -0.539 0.627 1.496
203 C 0.545 0.591 -0.725
204 H -1.658 -1.398 0.639
205 H 0.387 0.699 2.021
206 H -1.303 0.161 2.104
207 H -0.968 1.605 1.343
208 H 0.546 1.670 -0.593
209 H 1.495 0.148 -0.382
210 H 0.267 0.376 -1.729
211 C 2.848 4.275 -0.614
212 O 1.873 3.576 -0.678
213 N 3.904 4.004 0.196
214 C 5.132 4.786 0.016
215 C 3.943 2.742 0.959
216 H 2.822 5.161 -1.261
217 H 5.914 4.226 -0.476
218 H 5.477 5.114 1.022
219 H 4.986 5.743 -0.486
220 H 2.972 2.316 1.122
221 H 4.529 2.025 0.385
222 H 4.425 2.913 1.917
223 C -3.394 4.338 -3.968
224 O -3.212 5.505 -3.522
225 N -2.874 3.198 -3.491
226 C -3.015 1.937 -4.229
227 C -1.978 3.204 -2.395
228 H -4.015 4.273 -4.882
229 H -2.085 1.547 -4.637
230 H -3.812 2.048 -4.964
231 H -3.333 1.178 -3.523
232 H -2.400 2.566 -1.623
233 H -0.971 2.873 -2.614
234 H -1.909 4.215 -1.975

Mulliken population analysis, charges in e, atoms 1 to 6: number 1, C, carries -1.022; number 2, C, carries 1.477; number 3, O, carries 0.437; number 4, O, carries -0.577; number 5, H, carries 0.307; number 6, H, carries 0.398